No. 1
Computed, not measured: a structure of composition C21H43N2P3PbS2 in a non-equilibrium geometry, with ωB97M-V/def2-TZVPD.

```
72
Properties=species:S:1:pos:R:3:mulliken_charge:R:1
Pb -0.00757 0.27390 0.71813 0.341
P -0.84506 2.41955 2.18469 0.703
P -2.49710 -0.30011 0.01509 1.092
P 2.41565 1.34792 0.40126 1.004
H -0.07238 -2.34189 -8.74217 0.304
C 0.95737 -2.57411 -8.42928 -0.469
C 1.29366 -3.77814 -7.97186 -0.368
H 0.55566 -4.59121 -7.88574 0.311
C -1.25842 3.80289 1.07783 -0.969
C -2.32057 2.10707 3.16733 -1.247
C 0.41504 2.99571 3.33783 -1.206
C -2.46889 -1.75814 -1.04135 -1.301
C -3.63451 -0.67030 1.35084 -1.132
C -3.21329 1.03780 -0.98919 -1.276
C 3.41569 0.45446 -0.80919 -1.242
C 3.44674 1.47824 1.86257 -1.140
C 2.22799 3.04672 -0.24100 -1.177
H 1.70488 -1.77826 -8.56912 0.294
H 2.33422 -4.03116 -7.71498 0.285
H -1.56083 4.66728 1.68966 0.507
H -2.07733 3.51695 0.39722 0.216
H -0.39437 4.06790 0.44856 0.238
H -2.44593 2.94036 3.86703 0.514
H -2.23147 1.17370 3.73541 0.358
H -3.20993 2.01808 2.53515 0.415
H -0.04654 3.74943 3.98592 0.542
H 1.28085 3.43121 2.82654 0.371
H 0.78848 2.17065 3.95933 0.336
H -3.48954 -2.15467 -1.09926 0.525
H -1.79148 -2.50548 -0.61252 0.413
H -2.08336 -1.52964 -2.04033 0.332
H -4.61138 -0.21813 1.14321 0.451
H -3.25535 -0.28296 2.30350 0.178
H -3.72591 -1.75863 1.44614 0.463
H -4.05350 0.61464 -1.56125 0.507
H -2.46302 1.43027 -1.69301 0.302
H -3.55317 1.87356 -0.35456 0.362
H 4.41058 0.91436 -0.85906 0.509
H 2.94929 0.44795 -1.79971 0.280
H 3.49012 -0.59782 -0.51095 0.408
H 4.25503 2.18828 1.64733 0.460
H 3.85702 0.48966 2.09886 0.415
H 2.87207 1.81369 2.73333 0.286
H 3.20259 3.35470 -0.64967 0.548
H 1.89689 3.75169 0.54069 0.331
H 1.47995 3.06751 -1.04775 0.263
C 0.60427 -0.99019 -2.63384 1.016
C 0.44284 0.32909 -3.12593 0.169
C 0.20122 0.53378 -4.48244 -0.900
C 0.11942 -0.56759 -5.35162 -0.274
C 0.25905 -1.88004 -4.86937 -0.570
C 0.48162 -2.08475 -3.52195 -0.896
S 0.98280 -1.57171 -1.07839 -0.198
H -0.32227 1.60449 -0.70744 -0.147
H 0.50765 1.19676 -2.46627 0.220
H 0.08446 1.55660 -4.87585 0.465
H -0.04548 -0.41251 -6.41954 0.473
H 0.21169 -2.75044 -5.52995 0.377
H 0.61473 -3.08109 -3.10352 0.493
C 0.85348 -3.79144 4.36208 -0.854
N 0.38901 -2.49893 4.82703 0.114
C 0.09227 -2.12290 6.11666 -0.159
C -0.27190 -0.80698 6.05852 -0.600
N -0.18125 -0.43323 4.74740 0.159
C 0.24160 -1.46756 3.96681 0.128
S 0.68140 -1.78827 2.35915 -0.250
H 0.15517 -4.18844 3.60890 0.357
H 1.83385 -3.68334 3.87081 0.374
H 0.90781 -4.42173 5.24392 0.307
H 0.18377 -2.84372 6.90161 0.472
H -0.57668 -0.14763 6.84759 0.525
H -0.38937 0.53635 4.40414 -0.142
```

The calculation puts the total energy at -80195.888 eV. As for the total charge: +4. As for the multiplicity: 1. As for the HOMO-LUMO gap (spin up / spin down): 3.7 / 2.8 eV.

No. 2
Computed, not measured: a structure of composition C21H43N2P3PdS in a non-equilibrium geometry, with ωB97M-V/def2-TZVPD.

```
71
Properties=species:S:1:pos:R:3:lowdin_spin:R:1
Pd -0.33559 -0.84721 0.30838 0.925
P -2.48565 -1.47887 1.29346 0.194
P -0.08682 -2.24967 -1.64848 0.137
P -1.11867 1.06725 -0.89909 0.150
H 2.14977 -0.17603 1.12592 0.012
C 1.31285 0.51636 1.05615 0.125
C 0.34894 0.52635 2.06604 0.041
H 0.45240 -0.14653 2.91671 0.003
C -2.62922 -2.67694 2.66899 0.045
C -3.69720 -2.14435 0.10203 0.025
C -3.29401 -0.02884 2.04525 0.033
C 1.52021 -1.93317 -2.45452 0.048
C -0.08299 -4.07437 -1.50509 0.026
C -1.35589 -2.02013 -2.95146 0.005
C -1.19742 2.61751 0.06709 0.025
C -2.79048 0.94026 -1.62659 0.022
C 0.02093 1.41628 -2.28652 0.031
H 1.43082 1.35501 0.36652 0.009
H -0.35022 1.35565 2.19176 0.001
H -1.92511 -2.41234 3.46755 0.001
H -2.42658 -3.70492 2.34191 0.002
H -3.64937 -2.64256 3.08124 0.009
H -3.33651 -3.10387 -0.29565 0.000
H -3.87385 -1.45635 -0.73393 0.000
H -4.64989 -2.32021 0.62196 0.007
H -2.65443 0.34787 2.85385 0.001
H -4.25263 -0.34907 2.47598 0.008
H -3.47476 0.77858 1.32623 0.000
H 1.62366 -2.55318 -3.35660 0.010
H 2.31090 -2.20359 -1.74061 0.001
H 1.63558 -0.87515 -2.72099 0.000
H 0.03568 -4.54051 -2.49543 0.005
H -1.02890 -4.42868 -1.07245 0.000
H 0.74731 -4.39747 -0.86441 0.003
H -1.16364 -2.72724 -3.77110 0.002
H -1.35177 -1.00448 -3.36325 0.000
H -2.35080 -2.23900 -2.53865 0.000
H -1.51092 3.46820 -0.55540 0.006
H -0.21656 2.85082 0.49741 0.001
H -1.91318 2.50808 0.89165 0.000
H -2.98383 1.81697 -2.26066 0.006
H -3.56354 0.90811 -0.84825 0.000
H -2.89305 0.04408 -2.24842 0.000
H -0.24457 2.35706 -2.78694 0.006
H 0.01797 0.61330 -3.03240 0.000
H 1.04416 1.51466 -1.90046 0.003
C 2.42363 5.76828 -1.34342 0.203
C 3.43317 6.12348 -2.26046 0.082
C 4.51779 6.89390 -1.83180 0.040
C 4.57605 7.37436 -0.51837 0.240
C 3.52075 7.11003 0.36547 0.035
C 2.43304 6.34894 -0.05585 0.090
S 1.16846 4.59714 -1.65308 0.284
H 1.41438 4.15078 -2.92378 0.012
H 3.37072 5.76394 -3.28385 0.001
H 5.33902 7.11202 -2.51449 -0.001
H 5.43635 7.95291 -0.17493 0.009
H 3.54818 7.48075 1.39231 -0.001
H 1.59632 6.15053 0.61730 0.001
C 0.66726 -5.90229 2.80627 -0.001
N 0.86222 -4.47731 2.51485 0.044
C 1.80010 -3.63641 3.08051 0.332
C 1.62229 -2.39986 2.50336 0.305
N 0.59393 -2.50719 1.57396 0.115
C 0.13877 -3.75639 1.63265 0.259
H 1.58231 -6.47310 2.58363 0.000
H 0.41524 -6.05615 3.86737 0.000
H -0.15509 -6.27797 2.17957 0.000
H 2.51109 -3.94017 3.83938 0.010
H 2.11815 -1.47220 2.70836 0.009
H -0.69723 -4.19571 1.08633 0.004
```

The calculation puts the total energy at -67595.121 eV. As for the total charge: +4. As for the multiplicity: 5. As for the HOMO-LUMO gap (spin up / spin down): 7.1 / 4.0 eV.

No. 3
Computed, not measured: a structure of composition C21H43N2P3S2Tc in a non-equilibrium geometry, with ωB97M-V/def2-TZVPD.

```
72
Properties=species:S:1:pos:R:3:lowdin_spin:R:1
Tc 0.28955 0.57241 -0.04218 1.534
P -0.51405 2.28005 1.20246 0.002
P -2.07879 -0.39790 0.05479 0.016
P 2.38947 1.27039 0.02305 0.052
H 1.41307 0.54593 -4.04379 0.000
C 2.28217 0.24410 -3.47290 0.019
C 2.61037 -1.06269 -3.42780 0.018
H 2.34783 -1.70388 -4.29869 0.004
C -1.07214 3.59289 0.05555 -0.004
C -1.98683 2.18300 2.32094 -0.001
C 0.56551 3.25123 2.34761 0.015
C -2.15418 -2.03930 -0.73096 0.017
C -3.06293 -0.76956 1.57264 0.000
C -3.35352 0.55992 -0.86108 0.000
C 3.55253 0.21702 -0.89470 0.036
C 3.29139 1.27469 1.61043 0.019
C 2.64431 2.94171 -0.67572 0.001
H 3.03625 1.04769 -3.45094 0.000
H 3.37256 -1.50476 -2.78475 0.002
H -1.52052 4.40265 0.64432 -0.001
H -1.81595 3.19582 -0.64426 0.000
H -0.21810 3.97687 -0.51246 0.000
H -2.00530 3.09506 2.93215 -0.001
H -1.92784 1.31959 2.99566 0.000
H -2.91059 2.13117 1.73523 0.000
H -0.09065 3.92711 2.91387 0.001
H 1.29200 3.84605 1.78356 0.000
H 1.09296 2.60395 3.06113 0.000
H -2.98822 -2.61084 -0.31208 0.002
H -1.22009 -2.57703 -0.54110 0.002
H -2.27823 -1.93683 -1.81485 0.004
H -3.64659 0.10294 1.88934 0.000
H -2.43039 -1.09477 2.40698 0.000
H -3.76188 -1.58364 1.33344 0.000
H -4.22179 -0.09246 -1.03836 -0.001
H -2.95205 0.89532 -1.82425 0.002
H -3.68059 1.42783 -0.27057 0.000
H 4.57557 0.27070 -0.50951 0.003
H 3.63556 0.66347 -1.87959 0.001
H 3.16801 -0.80769 -0.97478 -0.001
H 4.36464 1.24039 1.37155 0.001
H 3.01534 0.38314 2.18855 0.002
H 3.05990 2.18269 2.17548 0.000
H 3.64496 3.00727 -1.12089 0.000
H 2.54967 3.70356 0.10598 0.000
H 1.90519 3.15661 -1.45694 0.000
C -0.13348 -2.33256 -3.14373 0.152
C -0.05971 -1.04632 -2.62039 0.101
C -0.69777 0.00044 -3.24291 0.023
C -1.71827 -0.27597 -4.17802 0.177
C -1.93413 -1.59414 -4.57637 0.002
C -1.11444 -2.60870 -4.09600 0.100
S 1.07931 -3.55172 -2.75786 0.391
H 0.37563 -4.54519 -3.28756 0.014
H 0.64477 -0.87685 -1.72513 0.002
H -0.35699 1.02416 -3.12552 -0.001
H -2.26259 0.56724 -4.63650 0.007
H -2.70616 -1.80516 -5.31429 -0.002
H -1.15879 -3.63207 -4.45372 0.001
C 0.46446 -3.75315 3.04168 0.002
N 0.18346 -2.43082 3.58277 0.027
C -0.25365 -2.15315 4.87470 0.023
C -0.35719 -0.80625 4.97542 0.033
N 0.01853 -0.27967 3.75148 0.017
C 0.32467 -1.28209 2.89077 -0.002
S 0.81552 -1.26572 1.23359 0.185
H -0.23937 -4.01276 2.23273 0.001
H 1.50802 -3.80573 2.68614 0.001
H 0.34221 -4.46914 3.85696 0.000
H -0.41406 -2.93676 5.59450 0.001
H -0.62998 -0.16740 5.79393 0.001
H 0.07239 0.70760 3.50175 0.000
```

The calculation puts the total energy at -77146.560 eV. As for the total charge: +4. As for the multiplicity: 4. As for the HOMO-LUMO gap (spin up / spin down): 6.8 / 4.9 eV.